Entry 1:
{
  "formula": "C6H8N2",
  "method": "the ωB97M-V functional and the def2-TZVPD basis",
  "symbols": ["C", "C", "C", "C", "C", "C", "H", "H", "H", "H", "H", "H", "H", "H", "N", "N"],
  "positions_angstrom": [[2.39649, -0.41969, 0.14896], [1.09361, -0.23898, -0.19682], [-0.04463, -1.29528, -0.26021], [-1.36387, -0.51480, -0.46540], [-0.91911, 0.92636, -0.50532], [0.47131, 1.12723, -0.38801], [2.78769, -1.38479, 0.27306], [3.17017, 0.30689, 0.13081], [0.17086, -2.24437, -0.59452], [-1.70533, -1.92697, 0.67102], [-2.26870, -1.06320, -0.91065], [-1.67831, 1.60054, -0.96864], [-0.68265, 2.51598, 0.75083], [1.07984, 1.90716, -0.81553], [-1.14195, -1.11966, 0.80075], [-0.38325, 1.51676, 0.83703]],
  "atomic_forces_ev_per_a": [[-2.38, -0.07, -1.37], [0.55, -0.25, 1.35], [-0.87, 3.40, 1.15], [0.55, -1.40, -0.97], [-4.20, 1.60, 0.25], [1.48, 0.19, 1.28], [0.22, -1.41, 0.36], [0.08, 1.07, 0.05], [0.20, -1.92, -0.75], [-0.27, -1.35, 0.84], [1.48, 1.95, -0.41], [1.16, -0.42, -0.03], [0.79, -0.89, 0.00], [-0.10, 0.08, -0.38], [1.77, -0.12, 0.68], [-0.47, -0.46, -2.04]],
  "mulliken_charge": [-0.95, -0.02, -0.34, -0.09, -0.22, -0.24, 0.30, 0.31, 0.54, 0.27, 0.36, 0.41, 0.25, 0.50, -0.53, -0.56],
  "charge": 0,
  "smiles": "C=C1[C@H]2N[C@H]2[C@H]2N[C@@H]12",
  "homo_lumo_gap_ev": 9.8
}

=====

Entry 2:
{
  "formula": "C3H4N4O",
  "method": "the ωB97M-V functional and the def2-TZVPD basis",
  "symbols": ["C", "C", "C", "H", "H", "H", "H", "N", "N", "N", "N", "O"],
  "positions_angstrom": [[2.39598, 0.29206, 0.20752], [0.31654, -0.35523, -0.01429], [-1.90402, 0.49726, 0.09050], [3.46435, 0.00890, 0.50986], [2.82487, 0.99422, -0.54837], [1.90391, 0.83977, 1.19627], [-2.85574, 0.83177, 0.32920], [0.31675, 0.99060, -0.23372], [-0.95809, 1.41250, -0.06552], [-1.85880, -0.90223, 0.05906], [-0.68794, -1.26796, 0.02226], [1.51601, -0.86369, -0.20799]],
  "atomic_forces_ev_per_a": [[3.18, 0.34, 2.74], [0.92, 1.26, -2.93], [-0.22, -0.38, 0.09], [-1.74, -1.29, 0.18], [-2.04, -0.26, -0.08], [1.61, -1.39, -2.94], [-1.65, 1.00, 0.06], [-4.32, -2.22, 0.96], [-0.46, -0.70, -0.05], [-1.79, 4.03, 0.20], [4.14, -2.12, 0.00], [2.36, 1.74, 1.78]],
  "mulliken_charge": [-0.60, 0.69, -0.04, 0.29, 0.28, 0.27, 0.48, -0.08, -0.47, -0.39, -0.09, -0.34],
  "charge": 0,
  "smiles": "COc1nncnn1",
  "homo_lumo_gap_ev": 8.9
}

=====

Entry 3:
{
  "formula": "C2H5BrO",
  "method": "the ωB97M-V functional and the def2-TZVPD basis",
  "symbols": ["C", "C", "O", "Br", "H", "H", "H", "H", "H"],
  "positions_angstrom": [[0.25057, 1.04031, -0.94199], [-0.08919, -1.42595, 0.76885], [-1.10856, -1.15719, 1.55229], [1.56522, -1.83043, 1.67255], [1.24602, 0.97967, -0.50445], [-0.11127, 0.99239, -1.91831], [-0.30433, 1.54390, -0.15342], [-0.49203, -1.96835, -0.00535], [-0.99643, -0.84607, 2.48047]],
  "atomic_forces_ev_per_a": [[0.65, 1.24, 2.84], [1.55, 0.97, 2.09], [-1.99, 0.71, 2.02], [-0.41, -0.16, -0.52], [0.20, -0.59, -1.21], [-0.07, -0.21, -1.32], [-0.78, -0.15, -0.52], [0.21, -1.56, -2.16], [0.64, -0.24, -1.21]],
  "mulliken_charge": [-1.01, -0.17, -0.45, -0.18, 0.34, 0.37, 0.31, 0.45, 0.34],
  "multiplicity": 3,
  "charge": 0,
  "homo_lumo_gap_ev": [8.0, 10.4]
}

=====

Entry 4:
{
  "formula": "C17H20ClLuNO4",
  "method": "the ωB97M-V functional and the def2-TZVPD basis",
  "symbols": ["C", "C", "Cl", "C", "C", "C", "C", "C", "C", "N", "C", "C", "C", "C", "C", "C", "C", "O", "C", "O", "O", "C", "O", "H", "H", "H", "H", "H", "H", "H", "H", "H", "H", "H", "H", "H", "H", "H", "H", "H", "H", "H", "H", "Lu"],
  "positions_angstrom": [[4.98524, 1.60024, 0.98264], [4.12746, 0.23215, 1.00303], [2.50550, 0.36690, 1.88136], [4.00388, -0.36506, -0.48965], [2.62298, -0.03244, -1.23266], [1.49329, -0.89641, -1.33572], [1.20672, -2.36374, -0.78364], [0.11927, -2.44276, 0.39945], [-1.11999, -1.43457, 0.25195], [-2.04731, -1.80136, -0.85945], [-2.98200, -0.70324, -1.25472], [-3.43224, 0.27064, -0.07111], [-4.32359, -0.23177, 1.09916], [-4.76779, 0.76790, 2.19157], [-4.31214, 2.28520, 2.07599], [-3.39588, 2.82873, 0.92756], [-2.95091, 1.80187, -0.17810], [-2.14490, 2.26784, -1.24239], [0.51368, 0.00601, -2.22584], [-0.30803, -0.52616, -2.99433], [0.83947, 1.37160, -1.96644], [2.29868, 1.35957, -1.99189], [3.05842, 2.20728, -2.47251], [5.42151, 1.86355, 2.02240], [4.38641, 2.48937, 0.55561], [5.89590, 1.39868, 0.30828], [4.77962, -0.53530, 1.61068], [4.84161, 0.12291, -1.11386], [4.16259, -1.51370, -0.49361], [2.20957, -2.75558, -0.34270], [0.92455, -3.03368, -1.68507], [0.61891, -2.23478, 1.43099], [-0.27069, -3.53368, 0.41254], [-0.73559, -0.35704, 0.21157], [-1.72885, -1.51600, 1.23578], [-2.66556, -2.58529, -0.56602], [-2.62247, -0.05049, -2.11933], [-3.95008, -1.22264, -1.62950], [-4.61606, -1.34010, 1.09458], [-5.44932, 0.37091, 3.03127], [-4.68039, 3.02739, 2.87950], [-3.09568, 3.93756, 0.87421], [-2.59964, 3.01653, -1.70749], [3.18383, -2.11704, 2.27595]],
  "atomic_forces_ev_per_a": [[0.28, 0.07, 0.55], [2.38, 0.41, -1.47], [0.55, -0.24, -0.16], [-1.03, 0.38, -1.06], [-1.23, -1.80, 0.33], [2.02, 2.93, 0.03], [0.41, 0.79, -0.57], [-0.62, -0.33, -1.06], [-0.07, -0.65, 1.78], [-0.62, 1.08, 1.20], [-1.62, 1.10, -0.38], [-0.73, -0.22, 1.24], [1.30, 3.78, 0.13], [1.79, -0.94, -3.37], [1.71, -0.16, -2.60], [-1.96, -3.84, 0.74], [-0.85, 2.18, 1.89], [-2.82, -1.85, 2.19], [-1.53, -3.48, -0.79], [2.79, 3.31, 3.04], [1.03, -1.26, -2.10], [2.13, 0.75, 0.00], [-3.67, -3.58, 2.36], [-1.04, -0.42, -1.66], [0.86, -1.55, 0.67], [-1.49, 0.25, 0.95], [-0.82, 1.08, -0.52], [-1.16, -0.94, 1.08], [-0.24, 1.69, -0.03], [-1.31, 0.37, -0.89], [0.42, 1.07, 1.59], [-0.68, -0.20, -1.25], [0.67, 1.79, 0.22], [-0.65, -1.37, -0.37], [1.25, 0.26, -1.25], [1.07, 0.36, -0.28], [-0.08, -1.09, 1.22], [1.52, 0.87, 0.53], [0.34, 1.96, 0.14], [1.16, 1.03, -1.40], [0.71, -1.36, -1.42], [-0.53, -2.01, 0.10], [0.55, -0.26, 0.61], [-0.19, 0.03, 0.06]],
  "mulliken_charge": [-1.27, 0.17, -0.12, -0.61, 0.12, 0.44, -0.27, -0.06, -0.88, -0.11, -1.04, 0.63, -0.32, -0.39, -0.31, -0.54, 0.52, -0.33, 0.67, -0.50, -0.23, 0.14, -0.45, 0.38, 0.34, 0.40, 0.35, 0.49, 0.25, 0.02, 0.38, -0.17, 0.30, 0.26, 0.43, 0.42, 0.36, 0.49, 0.42, 0.41, 0.40, 0.42, 0.37, 1.04],
  "charge": 3,
  "homo_lumo_gap_ev": 2.0
}

=====

Entry 5:
{
  "formula": "C18H19ClN4O3S",
  "method": "the ωB97M-V functional and the def2-TZVPD basis",
  "symbols": ["C", "C", "C", "C", "N", "O", "N", "C", "O", "C", "H", "H", "S", "C", "N", "C", "C", "C", "C", "C", "C", "C", "O", "N", "C", "H", "H", "C", "C", "H", "H", "H", "C", "H", "H", "H", "H", "H", "H", "Cl", "H", "H", "H", "H", "H", "H"],
  "positions_angstrom": [[4.22390, 3.39046, 0.06564], [3.88196, 2.06131, -0.49296], [2.74805, 1.57677, -1.08011], [3.07762, 0.22770, -1.36497], [4.30269, -0.04785, -0.97690], [4.80649, 1.08903, -0.43844], [2.30854, -0.76635, -1.93342], [0.98273, -0.66226, -2.23177], [0.36112, 0.37192, -2.21796], [0.37934, -1.98726, -2.68818], [0.93603, -2.84620, -2.31836], [0.31394, -2.01480, -3.77662], [-1.33278, -2.09163, -2.10167], [-1.05328, -1.59200, -0.44296], [0.18188, -1.53702, -0.07798], [0.46932, -1.13381, 1.19372], [1.80289, -0.96595, 1.58067], [2.07975, -0.54701, 2.86291], [1.06648, -0.31543, 3.79554], [-0.24390, -0.50315, 3.42391], [-0.55855, -0.90189, 2.12339], [-1.94766, -1.07129, 1.71665], [-2.90248, -1.00623, 2.46038], [-2.12282, -1.32289, 0.34341], [-3.48322, -1.31732, -0.16507], [-4.11769, -1.64585, 0.66309], [-3.55369, -2.03828, -0.98327], [-3.96466, 0.06801, -0.63835], [-3.82494, 1.12018, 0.45932], [-4.31305, 2.04229, 0.15289], [-4.27521, 0.77861, 1.38746], [-2.77562, 1.34139, 0.64765], [-3.26146, 0.53803, -1.90873], [-2.19506, 0.67708, -1.74590], [-3.39945, -0.17707, -2.71595], [-3.67750, 1.49261, -2.22258], [-5.03018, -0.05901, -0.86191], [-1.05354, -0.33749, 4.11812], [1.32021, 0.00553, 4.79294], [3.72161, -0.29808, 3.32802], [2.59416, -1.15710, 0.87503], [2.76163, -1.66871, -1.95603], [1.82378, 2.07044, -1.28287], [4.32407, 3.32353, 1.14833], [3.44378, 4.10468, -0.17786], [5.17478, 3.73233, -0.33822]],
  "atomic_forces_ev_per_a": [[0.17, -0.21, 0.05], [-0.66, -0.28, -0.35], [0.43, 0.12, 0.21], [0.62, 0.67, 0.36], [-0.55, -1.12, -0.54], [0.09, 0.83, 0.31], [0.56, -0.17, -0.15], [0.17, -0.22, -0.38], [0.02, 0.24, -0.07], [-0.49, -0.01, 0.39], [0.08, 0.08, -0.06], [0.00, 0.00, 0.01], [-0.05, -0.20, -0.46], [0.92, -0.23, -0.15], [-0.27, -0.34, -0.14], [-0.40, 0.18, 0.70], [-0.01, 0.06, 0.17], [-0.25, -0.10, -0.25], [-0.07, 0.01, 0.06], [-0.02, -0.01, -0.08], [0.43, 0.01, -0.08], [0.06, -0.13, 0.13], [-0.04, 0.07, 0.08], [-0.02, 0.11, 0.25], [-0.69, 0.12, -0.14], [0.11, -0.06, -0.21], [-0.06, -0.01, 0.14], [0.17, 0.02, 0.02], [-0.24, -0.18, -0.05], [0.01, 0.12, -0.05], [-0.01, 0.06, 0.09], [0.12, 0.06, 0.05], [-0.26, -0.03, 0.13], [0.13, 0.01, -0.05], [0.04, 0.01, -0.12], [-0.04, 0.13, -0.04], [0.04, -0.05, 0.04], [-0.05, 0.02, 0.08], [0.04, 0.03, 0.08], [0.21, 0.03, 0.07], [0.11, 0.00, -0.06], [-0.20, 0.02, 0.01], [-0.16, 0.17, -0.01], [-0.01, 0.05, 0.06], [-0.02, 0.04, -0.01], [0.03, 0.09, -0.02]],
  "mulliken_charge": [-1.24, 0.03, 0.19, 0.26, -0.72, -0.12, 0.01, 0.29, -0.63, -0.53, 0.44, 0.45, -0.18, 0.52, -0.37, 0.40, -0.82, 0.27, -0.73, -0.67, 0.15, 0.53, -0.66, 0.24, -2.06, 0.48, 0.71, 1.14, -1.56, 0.49, 0.37, 0.25, -1.52, 0.26, 0.33, 0.48, 0.36, 0.50, 0.45, -0.21, 0.67, 0.29, 0.51, 0.28, 0.32, 0.34],
  "charge": 0,
  "smiles": "Cc1cc(NC(=O)CSc2nc3cc(Cl)ccc3c(=O)n2CC(C)C)no1",
  "homo_lumo_gap_ev": 9.0
}

=====

What did the second record say?
{
  "formula": "C3H4N4O",
  "method": "the ωB97M-V functional and the def2-TZVPD basis",
  "symbols": ["C", "C", "C", "H", "H", "H", "H", "N", "N", "N", "N", "O"],
  "positions_angstrom": [[2.39598, 0.29206, 0.20752], [0.31654, -0.35523, -0.01429], [-1.90402, 0.49726, 0.09050], [3.46435, 0.00890, 0.50986], [2.82487, 0.99422, -0.54837], [1.90391, 0.83977, 1.19627], [-2.85574, 0.83177, 0.32920], [0.31675, 0.99060, -0.23372], [-0.95809, 1.41250, -0.06552], [-1.85880, -0.90223, 0.05906], [-0.68794, -1.26796, 0.02226], [1.51601, -0.86369, -0.20799]],
  "atomic_forces_ev_per_a": [[3.18, 0.34, 2.74], [0.92, 1.26, -2.93], [-0.22, -0.38, 0.09], [-1.74, -1.29, 0.18], [-2.04, -0.26, -0.08], [1.61, -1.39, -2.94], [-1.65, 1.00, 0.06], [-4.32, -2.22, 0.96], [-0.46, -0.70, -0.05], [-1.79, 4.03, 0.20], [4.14, -2.12, 0.00], [2.36, 1.74, 1.78]],
  "mulliken_charge": [-0.60, 0.69, -0.04, 0.29, 0.28, 0.27, 0.48, -0.08, -0.47, -0.39, -0.09, -0.34],
  "charge": 0,
  "smiles": "COc1nncnn1",
  "homo_lumo_gap_ev": 8.9
}

=====

Please write out number 2 again, unchanged.
{
  "formula": "C3H4N4O",
  "method": "the ωB97M-V functional and the def2-TZVPD basis",
  "symbols": ["C", "C", "C", "H", "H", "H", "H", "N", "N", "N", "N", "O"],
  "positions_angstrom": [[2.39598, 0.29206, 0.20752], [0.31654, -0.35523, -0.01429], [-1.90402, 0.49726, 0.09050], [3.46435, 0.00890, 0.50986], [2.82487, 0.99422, -0.54837], [1.90391, 0.83977, 1.19627], [-2.85574, 0.83177, 0.32920], [0.31675, 0.99060, -0.23372], [-0.95809, 1.41250, -0.06552], [-1.85880, -0.90223, 0.05906], [-0.68794, -1.26796, 0.02226], [1.51601, -0.86369, -0.20799]],
  "atomic_forces_ev_per_a": [[3.18, 0.34, 2.74], [0.92, 1.26, -2.93], [-0.22, -0.38, 0.09], [-1.74, -1.29, 0.18], [-2.04, -0.26, -0.08], [1.61, -1.39, -2.94], [-1.65, 1.00, 0.06], [-4.32, -2.22, 0.96], [-0.46, -0.70, -0.05], [-1.79, 4.03, 0.20], [4.14, -2.12, 0.00], [2.36, 1.74, 1.78]],
  "mulliken_charge": [-0.60, 0.69, -0.04, 0.29, 0.28, 0.27, 0.48, -0.08, -0.47, -0.39, -0.09, -0.34],
  "charge": 0,
  "smiles": "COc1nncnn1",
  "homo_lumo_gap_ev": 8.9
}